# C26H29AuN7O2

C26H29AuN7O2 as an isolated structure (wB97M-V/def2-TZVPD, the OMol25 dataset).

Structure (XYZ):
```
65
Properties=species:S:1:pos:R:3:forces:R:3
Au -0.009 -0.025 -0.869 0.3 0.5 -0.1
C 2.366 3.800 2.471 0.0 0.0 0.0
C 1.276 2.983 2.739 0.0 0.0 0.0
C 1.057 1.839 1.986 0.0 0.0 0.1
C 1.932 1.515 0.961 0.0 -0.4 0.2
C 3.021 2.331 0.681 0.2 0.0 0.0
C 3.238 3.470 1.441 0.0 0.0 0.0
N 1.677 0.354 0.179 -0.1 0.3 0.0
C 2.582 -0.608 -0.021 0.0 -0.3 -0.1
C 3.825 -0.708 0.671 -0.1 0.1 0.0
C 4.664 -1.739 0.394 0.0 -0.2 -0.1
C 4.361 -2.750 -0.573 0.2 0.0 0.2
C 3.190 -2.713 -1.242 -0.2 0.1 0.0
C 2.288 -1.648 -0.971 0.3 0.1 0.2
N 1.079 -1.530 -1.537 -0.2 -0.4 -0.1
N 0.602 -2.302 -2.431 -0.1 0.2 0.0
C -0.690 -1.943 -2.801 0.1 -0.1 0.0
C -1.364 -2.687 -3.755 0.0 -0.1 0.0
C -2.660 -2.339 -4.087 0.0 0.0 0.0
C -3.277 -1.270 -3.449 0.0 0.0 0.0
C -2.559 -0.563 -2.508 0.0 0.0 0.0
N -1.295 -0.874 -2.219 0.0 0.0 0.1
H 2.535 4.692 3.059 0.0 0.0 0.0
H 0.593 3.235 3.540 0.0 0.0 0.0
H 0.207 1.196 2.176 0.0 0.0 0.0
H 3.679 2.087 -0.145 0.0 0.0 0.0
H 4.084 4.106 1.220 0.0 0.0 0.0
H 4.078 0.026 1.421 0.0 0.0 0.0
H 5.597 -1.805 0.939 0.0 0.0 0.0
H 5.061 -3.554 -0.747 0.0 0.0 0.0
H 2.912 -3.474 -1.956 0.0 0.0 0.0
H -0.854 -3.528 -4.202 0.0 0.0 0.0
H -3.196 -2.905 -4.837 0.0 0.0 0.0
H -4.295 -0.988 -3.671 0.0 0.0 0.0
H -2.977 0.264 -1.956 0.0 0.1 0.0
C -1.460 3.847 0.040 0.0 0.0 0.1
C -0.968 2.828 -0.981 0.1 0.0 -0.1
C 0.477 3.131 -1.361 0.0 0.1 0.0
C -1.839 2.886 -2.234 0.0 -0.1 0.0
O -1.104 1.550 -0.330 0.0 -0.1 0.0
H -1.513 4.840 -0.409 0.0 0.0 0.0
H -0.787 3.885 0.896 0.0 0.0 0.0
H -2.458 3.580 0.393 0.0 0.0 0.0
H 0.533 4.091 -1.875 0.0 0.0 0.0
H 0.871 2.370 -2.041 0.0 0.0 0.0
H 1.113 3.181 -0.479 -0.1 0.1 -0.2
H -1.835 3.892 -2.656 0.0 0.0 0.0
H -2.873 2.625 -1.995 0.0 0.0 0.0
H -1.464 2.206 -3.002 0.0 -0.1 0.0
C -0.667 -4.489 2.735 0.0 0.0 0.0
N -1.327 -3.221 2.434 0.0 0.0 0.0
C -2.481 -2.859 3.041 0.0 0.0 0.0
C -3.091 -1.690 2.763 0.0 0.1 0.0
C -2.450 -0.842 1.808 0.1 -0.1 0.0
N -1.344 -1.210 1.172 -0.2 0.0 0.2
C -0.754 -2.408 1.448 0.0 0.0 -0.1
O 0.251 -2.794 0.866 0.0 0.0 0.0
N -2.955 0.364 1.524 0.0 0.0 -0.1
H -1.076 -4.881 3.663 0.0 0.0 0.0
H 0.400 -4.322 2.842 0.0 0.0 0.0
H -0.823 -5.205 1.930 0.0 0.0 0.0
H -2.882 -3.562 3.759 0.0 0.0 0.0
H -4.010 -1.405 3.250 0.0 0.0 0.0
H -3.769 0.694 2.011 0.0 0.0 0.0
H -2.437 0.970 0.884 0.0 0.0 0.1
```
Positions in Å, forces in eV/Å.

The value obtained for the frontier orbital gap (spin up / spin down) is 5.8625 / 5.8446 eV. Its spin multiplicity is 1. Its total charge is +1. The value obtained for the LUMO energy (spin up / spin down) is -4.49 / -4.50 eV. Its energy is -1677.41045 Ha.